No. 1
20
Properties=species:S:1:pos:R:3:forces:R:3:lowdin_charge:R:1 method="wB97M-V/def2-TZVPD" lumo_ev=0.743 max_force_ha_per_bohr=0.106 e_above_lowest_kj_mol=361.6 charge=0 e_tot_ha=-382.36481
H -0.3926 1.3046 -1.8805 -0.035 -0.119 0.126 0.050
N -0.2163 1.4903 -0.8953 -2.002 -0.201 0.675 0.045
C -1.1524 0.8935 -0.1237 -0.376 4.577 -2.950 -0.611
N -2.2503 0.2567 -0.6050 0.714 -0.404 0.744 0.188
O -1.3893 1.4737 1.0713 0.426 -1.072 0.157 0.080
H -2.9675 0.0381 0.0719 0.030 -0.237 -0.276 0.119
H -2.1286 -0.3069 -1.4307 -0.177 -0.090 0.248 0.111
H -0.7959 2.2395 1.1031 0.074 -0.184 -0.070 0.124
C 2.1838 0.8496 0.4768 -0.295 0.381 -0.162 -0.101
C 1.1646 -0.0183 -0.1944 -0.154 -3.071 2.560 -0.225
C 0.2945 -0.8302 0.5444 2.753 -0.006 -0.878 -0.260
C -0.2466 -2.1145 -0.0165 -0.335 -0.058 0.006 -0.144
H 3.0573 0.2415 0.7356 -0.098 0.017 -0.034 0.081
H 2.5074 1.6604 -0.1762 -0.016 0.029 0.070 0.069
H 1.7833 1.2794 1.3982 0.069 -0.048 -0.022 0.074
H 1.4321 -0.3321 -1.2004 -0.450 0.269 -0.133 0.115
H 0.3107 -0.7347 1.6251 -0.142 0.177 -0.002 0.098
H -1.2408 -2.3352 0.3888 0.012 -0.056 -0.123 0.058
H -0.3336 -2.0708 -1.1089 0.007 -0.007 0.072 0.065
H 0.3802 -2.9847 0.2162 -0.006 0.101 -0.008 0.065



No. 2
54
Properties=species:S:1:pos:R:3:forces:R:3:lowdin_charge:R:1 method="wB97M-V/def2-TZVPD" lumo_ev=-3.522 max_force_ha_per_bohr=0.302 charge=+1 e_tot_ha=-1296.82376
C -0.5505 0.8158 -3.6982 -0.226 0.802 0.703 -0.602
C -0.1073 2.2685 -3.8390 0.056 0.279 -0.210 -0.149
C 0.1005 0.0119 -4.8190 0.192 -0.296 0.083 -0.124
C -2.0557 0.8083 -3.9542 -0.279 0.154 -0.088 -0.153
H -0.4815 0.0925 -5.7508 0.074 0.071 0.166 0.093
H 0.1663 -1.0511 -4.5868 0.010 -0.262 -0.080 0.056
H 1.1099 0.3457 -5.0558 0.106 0.041 0.047 0.065
H -0.1977 2.6042 -4.8842 -0.049 0.006 0.084 0.090
H 0.9277 2.4388 -3.5486 0.095 0.049 -0.090 0.038
H -0.7280 2.9403 -3.2459 -0.070 0.108 0.125 0.077
H -2.3114 1.5291 -4.7463 0.022 -0.122 0.027 0.088
H -2.6347 1.0903 -3.0774 -0.191 0.182 0.079 0.056
H -2.4234 -0.1575 -4.2951 -0.044 -0.180 0.069 0.069
C 2.1893 -0.5089 -0.3324 1.064 -0.782 -1.049 -0.210
C 2.4431 -0.6765 -1.7136 -0.147 -0.225 0.065 -0.129
C 2.3371 0.5825 -2.3300 -0.130 0.178 -0.130 -0.153
H 2.6845 -1.6031 -2.2070 0.075 -0.059 0.012 0.125
C 1.9978 1.5277 -1.3434 0.182 -0.147 -0.015 -0.142
C 1.9171 0.8537 -0.0970 1.717 1.595 -0.685 -0.293
H 1.7362 1.3066 0.8620 0.867 0.372 -0.175 0.082
H 2.2127 -1.2864 0.4117 0.114 -0.059 0.031 0.126
H 2.4877 0.7861 -3.3730 -0.044 0.022 -0.121 0.112
H 1.8573 2.5807 -1.5070 -0.076 0.145 0.039 0.123
C -1.7388 -1.3424 -0.1744 -2.165 -0.693 -1.089 -0.268
C -0.5843 -2.1461 -0.2086 -0.113 -2.010 -1.204 -0.260
C -0.3622 -2.5370 -1.5476 0.270 0.019 0.100 -0.132
H 0.0167 -2.4238 0.6404 0.030 -0.330 -0.165 0.099
C -1.3801 -1.9751 -2.3419 -0.279 0.315 -0.276 -0.171
C -2.2269 -1.2247 -1.4984 0.044 -0.435 0.050 -0.149
H -3.0938 -0.6673 -1.8026 -0.110 0.032 -0.011 0.116
H -2.1838 -0.9237 0.7105 -0.374 -0.116 -0.094 0.110
H 0.4437 -3.1594 -1.8996 0.027 -0.085 0.032 0.124
H -1.4885 -2.0973 -3.4034 -0.003 0.033 -0.098 0.112
Zr 0.0024 -0.0363 -1.4812 1.503 -2.728 -11.542 1.371
C -0.8083 -1.9565 5.1664 -0.107 -0.053 0.309 -0.086
C 0.3035 -1.5419 4.2011 0.615 -0.698 0.576 -0.269
N -0.2400 -1.2438 2.8890 0.575 2.142 -1.118 -0.005
C 0.0024 -0.0363 2.1388 -1.249 0.755 1.636 -0.502
S 0.0024 -0.0363 0.5188 -1.751 3.490 15.023 0.833
N 0.0781 1.2620 2.7666 -0.009 -2.009 -0.852 -0.018
C -0.2919 1.6070 4.1253 -0.487 0.706 0.506 -0.268
C 0.8982 2.2191 4.8566 0.207 0.113 0.352 -0.087
H -1.5565 -1.1516 5.3062 0.377 -0.418 -0.072 0.074
H -0.3682 -2.2098 6.1537 -0.336 0.086 -0.575 0.090
H -1.3350 -2.8524 4.7741 0.271 0.498 0.297 0.084
H 0.9048 -0.7070 4.6036 -0.398 -0.293 -0.419 0.108
H 0.9998 -2.4023 4.1016 -0.185 0.478 0.108 0.123
H -0.7343 -2.0299 2.4568 0.310 0.957 0.017 0.126
H 0.2830 2.0816 2.1762 -0.162 -1.118 0.273 0.134
H -1.1142 2.3535 4.0889 0.340 -0.403 0.025 0.128
H -0.6862 0.7574 4.6899 0.104 0.032 -0.443 0.090
H 1.2528 3.1247 4.3202 -0.129 -0.516 0.388 0.083
H 0.5963 2.5083 5.8852 0.268 -0.095 -0.604 0.089
H 1.7324 1.4897 4.9194 -0.404 0.470 -0.018 0.076



No. 3
9
Properties=species:S:1:pos:R:3:forces:R:3:lowdin_charge:R:1 method="wB97M-V/def2-TZVPD" lumo_ev=0.708 max_force_ha_per_bohr=0.050 e_above_lowest_kj_mol=39.4 charge=0 e_tot_ha=-813.15030 smiles=OCC(F)(F)Cl
O 0.0605 0.3115 2.2446 1.265 -0.404 -0.014 -0.043
C -0.5059 0.5223 0.9752 -0.075 0.271 1.427 -0.290
C 0.1525 -0.2385 -0.1534 0.619 0.838 2.193 -0.971
F 1.5190 -0.0875 -0.2186 -0.862 -0.698 0.223 0.033
F -0.1935 -1.5220 0.0945 0.933 -0.223 -1.114 0.067
Cl -0.5442 0.4708 -1.5160 -0.648 -0.058 -2.513 0.840
H 0.9845 0.6458 2.1717 -0.897 -0.395 0.354 0.111
H -1.4885 0.0304 0.9289 -0.027 0.790 0.526 0.131
H -0.5367 1.6098 0.9001 -0.308 -0.122 -1.081 0.122



No. 4
14
Properties=species:S:1:pos:R:3:forces:R:3:lowdin_charge:R:1 method="wB97M-V/def2-TZVPD" lumo_ev="-10.426 / -10.350" max_force_ha_per_bohr=0.106 e_above_lowest_kj_mol=169.1 charge=+2 e_tot_ha=-320.05073
C -0.8546 -0.8271 1.2710 -0.309 2.564 0.817 -0.043
C -0.0234 -1.2070 -1.0080 -1.110 2.239 4.209 0.151
C 0.1782 1.2449 1.8939 0.510 -1.046 0.661 -0.024
C 0.6309 -1.5106 -2.1675 -0.058 0.155 -0.675 0.081
N -0.3789 -0.7906 0.0410 1.280 -2.202 -3.603 0.257
N -0.7978 0.3106 1.9525 -1.190 0.294 2.105 0.116
N 0.1494 2.4543 1.6464 -0.404 5.294 -1.241 0.214
H -1.2610 -1.6351 1.7522 -1.103 -2.176 0.478 0.150
H 0.1231 -1.2169 -3.0255 -1.265 0.684 -1.683 0.127
H 0.7519 -2.5321 -2.2228 0.304 -2.746 -0.126 0.127
H 1.5863 -1.0896 -2.1965 1.797 0.925 0.247 0.136
H -1.3813 0.3793 2.8848 1.420 -0.399 -1.976 0.268
H 0.9926 3.0985 1.8322 -1.111 -1.615 -0.234 0.207
H -0.6413 3.1042 1.2206 1.239 -1.971 1.023 0.233